Entry 1:
The following is a DFT calculation (ωB97M-V/def2-TZVPD) of one molecule with the formula C4H7NO.

The molar mass is 85.1 g mol⁻¹. The HOMO energy comes out at -7.7004 eV. Its net charge is 0.

Atoms and positions in Å:
C1 0.702 1.180 -1.300
C2 0.472 -0.082 -0.525
C3 -1.447 -0.961 0.788
O1 -0.680 0.245 0.532
C4 1.509 -0.606 0.284
N1 2.285 -1.135 0.977
H1 -0.176 1.437 -1.901
H2 0.999 2.070 -0.720
H3 1.516 0.966 -2.001
H4 -2.217 -0.720 1.521
H5 -0.777 -1.746 1.148
H6 -1.874 -1.235 -0.174
H7 -0.312 0.588 1.372

Entry 2:
The following is a DFT calculation (ωB97M-V/def2-TZVPD) of a 2-piece molecular cluster, CH8NO2 overall in a non-equilibrium geometry.

The molar mass is 66.1 g mol⁻¹. The HOMO energy comes out at -16.2125 eV. Its net charge is +1.

Atoms and positions in Å:
O1 0.773 2.292 0.475
H1 0.222 -0.954 1.519
H2 0.938 2.432 -0.453
H3 0.988 3.152 0.894
N1 0.260 -0.462 0.632
C1 -0.793 -1.188 -0.262
O2 -0.148 -1.307 -1.492
H4 0.023 0.520 0.741
H5 1.177 -0.567 0.207
H6 -1.651 -0.521 -0.193
H7 -0.993 -2.177 0.142
H8 -0.796 -1.221 -2.209

Taking the records one at a time from the top gives energy relative to the best compared isomer or geometry (same formula, charge and spin) values of 433.75, 25.72 kJ/mol.